No. 1
Here is a structure of composition C29H34IN4O2SeSn at a distorted geometry from the OMol25 dataset. Energies are from the ωB97M-V functional and the def2-TZVPD basis.

The geometry in XYZ format:
```
72
Properties=species:S:1:pos:R:3:mulliken_charge:R:1
Sn -2.18027 -1.61116 -0.08660 0.6341
C 2.43929 -2.80222 -0.84091 -0.9620
C 2.11840 -2.21870 0.51107 0.6413
N 3.07500 -1.83659 1.30377 -0.5016
C 2.79459 -1.36167 2.49443 -1.3684
C 1.49207 -1.28260 2.95812 1.3138
C 1.26773 -0.84681 4.33931 -1.4062
O 0.15745 -0.01167 4.53765 -0.5170
C 0.42030 -1.62860 2.13980 0.2348
C -0.93160 -1.58909 2.70499 -0.7759
N -2.04632 -1.63746 2.08751 -0.2174
C -3.22003 -1.83876 2.84858 -0.0260
C -3.14348 -2.97937 3.66206 -0.0604
C -4.09855 -3.19095 4.66348 -0.9042
C -5.09040 -2.28168 4.85294 -0.4645
C -5.22816 -1.13944 4.07281 -0.6605
C -4.25808 -0.93004 3.05975 0.0697
I -4.48066 0.69916 1.90313 0.2464
C 0.76155 -2.12302 0.87433 1.5878
O -0.22039 -2.37909 0.00051 -1.0264
H 2.95357 -2.02250 -1.33212 -0.0774
H 1.50188 -3.10214 -1.33833 0.1491
H 3.08249 -3.69764 -0.68548 0.5897
H 3.67076 -0.94248 3.04973 0.2678
H 2.19052 -0.51129 4.81486 0.5265
H 1.11659 -1.79980 4.91442 0.3351
H 0.51509 0.80819 4.89695 0.3320
H -0.99309 -1.66680 3.80350 0.8651
H -2.34814 -3.67295 3.51805 0.5676
H -3.89305 -3.96344 5.36674 0.3926
H -5.76760 -2.35050 5.65923 0.4193
H -6.08629 -0.50457 4.15976 0.4163
C 0.00624 4.44938 0.58365 -1.1427
C 1.04035 4.14762 -0.49276 -0.0426
C 2.16669 3.20200 -0.07736 -0.7494
C 1.74095 1.77844 0.30803 -1.7742
N 1.36047 0.98046 -0.92353 1.0234
C 0.10388 0.70494 -1.21124 -0.5180
Se -1.39493 1.00543 -0.08836 -0.2111
N 0.13430 -0.03604 -2.34422 1.4322
C -1.13027 -0.45907 -3.07929 -1.0476
C -1.15082 0.25974 -4.50518 -1.0868
C -1.37157 1.78797 -4.45893 -0.4098
C -2.85470 2.10757 -4.12446 -1.1344
C 1.50799 -0.28795 -2.67305 0.6766
C 2.04601 -1.17957 -3.62692 -1.1660
C 3.44757 -1.16146 -3.68851 -0.7339
C 4.23370 -0.30362 -2.84970 -0.6392
C 3.66867 0.43004 -1.84736 -1.0228
C 2.28149 0.42218 -1.78395 0.5527
H -0.84581 4.93537 0.22650 0.4269
H 0.45695 5.01076 1.44944 0.3014
H -0.33882 3.51700 0.95234 0.1174
H 1.53270 4.99671 -0.93134 0.4491
H 0.42511 3.81376 -1.33307 -0.0828
H 2.62341 3.63837 0.82231 0.5227
H 2.97210 3.17153 -0.81044 0.3442
H 0.92539 1.63694 0.94464 0.8318
H 2.52046 1.27337 0.80137 0.4071
H -1.97291 -0.01799 -2.52558 0.3511
H -1.12357 -1.54690 -2.95846 0.4317
H -1.92909 -0.23388 -5.03182 0.5927
H -0.21421 0.04376 -4.97295 0.4561
H -1.32834 2.11743 -5.47084 0.4157
H -0.57765 2.30169 -3.92389 0.2482
H -3.53920 1.28760 -4.44953 0.3015
H -3.10497 3.09299 -4.52056 0.3879
H -3.00750 2.05168 -3.05184 0.2151
H 1.46181 -1.77964 -4.37348 0.4270
H 4.03016 -1.68530 -4.50272 0.3760
H 5.36439 -0.18379 -3.06141 0.3335
H 4.26237 1.12612 -1.30961 0.5184
```

orbital gap: 7.8 eV
lowest unoccupied orbital energy: -3.2 eV
total charge: +1
spin multiplicity: 1

***

No. 2
Here is a structure of composition C29H34N2O3PSSiV at a distorted geometry from the OMol25 dataset. Energies are from the ωB97M-V functional and the def2-TZVPD basis.

The geometry in XYZ format:
```
72
Properties=species:S:1:pos:R:3:lowdin_spin:R:1
V -0.25250 -2.03953 -0.31890 2.3871
C 1.75897 1.60487 5.45592 0.0000
Si 0.17445 1.61517 4.43922 0.0005
C 0.40558 2.98009 3.19540 0.0007
C -1.22925 2.09935 5.57664 0.0001
C -0.12040 -0.13842 3.86265 0.0005
C 0.21776 -1.15324 4.74695 0.0008
C 0.01616 -2.49492 4.42549 0.0000
C -0.47502 -2.76140 3.16193 0.0013
N -0.81133 -1.81798 2.29213 0.0028
C -0.71368 -0.51509 2.63050 0.0031
S -1.39182 0.62093 1.50517 0.0319
H 1.99991 2.61629 5.79193 0.0000
H 2.58795 1.24599 4.84135 0.0000
H 1.70275 0.96868 6.33905 0.0000
H 0.36580 3.92450 3.74539 0.0000
H -0.36681 2.96554 2.42781 0.0004
H 1.37784 2.91626 2.70148 0.0000
H -1.02615 3.05342 6.06948 0.0000
H -1.39781 1.34074 6.34265 0.0000
H -2.14997 2.20231 4.99779 0.0001
H 0.65442 -0.90683 5.70856 0.0001
H 0.26121 -3.29580 5.10916 0.0000
H -0.61330 -3.77733 2.81097 0.0001
O -1.32988 -4.32449 -1.52320 0.0057
N -0.97294 -3.00761 -1.83229 0.0247
C -0.99887 -2.85809 -3.13167 0.2055
C -0.81361 -1.63070 -3.88568 0.0202
C -0.93355 -1.79779 -5.28167 0.0359
C -0.88267 -0.73368 -6.15175 -0.0004
C -0.73038 0.55718 -5.64801 0.0483
C -0.60389 0.73578 -4.28589 -0.0033
C -0.60162 -0.33353 -3.38228 0.0521
P -0.43717 0.03497 -1.57997 0.0499
C 1.12330 1.01641 -1.50566 0.0113
C 1.98101 1.12575 -2.59495 0.0005
C 3.21171 1.75961 -2.47363 0.0006
C 3.60201 2.29428 -1.25748 -0.0007
C 2.75541 2.18484 -0.16246 0.0004
C 1.53186 1.54313 -0.27857 0.0002
C -1.75188 1.31139 -1.48775 0.0033
C -1.48293 2.66650 -1.34705 -0.0002
C -2.52048 3.59090 -1.28819 0.0002
C -3.83564 3.16464 -1.37048 -0.0003
C -4.11168 1.80871 -1.50857 0.0002
C -3.07767 0.89033 -1.56145 0.0022
H -0.85045 -4.43562 -0.62930 0.0004
H -1.22169 -3.75837 -3.69302 0.0115
H -1.08583 -2.79912 -5.66551 0.0008
H -0.97938 -0.90060 -7.21700 -0.0013
H -0.71426 1.41115 -6.31269 0.0034
H -0.49994 1.74166 -3.89527 -0.0010
H 1.70988 0.69530 -3.54929 0.0002
H 3.86696 1.82388 -3.33387 0.0001
H 4.56340 2.78427 -1.15815 -0.0001
H 3.05230 2.58909 0.79708 0.0001
H 0.88171 1.45305 0.58560 -0.0003
H -0.45807 3.00359 -1.26804 0.0000
H -2.29473 4.64293 -1.16732 0.0000
H -4.64417 3.88290 -1.31525 0.0000
H -5.13806 1.46726 -1.55868 0.0000
H -3.30269 -0.16808 -1.64697 0.0026
C 1.17847 -4.32279 1.03785 0.0053
O -0.01929 -3.84309 0.50823 0.0304
H 0.99142 -5.14954 1.73773 -0.0005
H 1.72245 -3.54428 1.58822 0.0004
H 1.85738 -4.69810 0.26102 0.0012
C 2.27096 -2.65041 -1.70562 0.0110
O 1.56540 -1.82968 -0.83538 0.0479
H 3.34272 -2.62415 -1.46971 -0.0011
H 2.16096 -2.32296 -2.75140 0.0014
H 1.94935 -3.70046 -1.66329 0.0014
```

orbital gap (spin up / spin down): 6.1 / 6.6 eV
<S²>: 3.796
lowest unoccupied orbital energy (spin up / spin down): 2.7 / 2.5 eV
total charge: -1
spin multiplicity: 4

***

No. 3
Here is the molecule C29H34N2O5 at a distorted geometry from the OMol25 dataset. Energies are from the ωB97M-V functional and the def2-TZVPD basis.

The geometry in XYZ format:
```
70
Properties=species:S:1:pos:R:3:mulliken_charge:R:1
C 4.59074 4.13805 0.21607 -1.0299
C 5.46325 4.17038 1.46508 -0.3581
C 4.83593 3.46413 2.67151 -0.5080
O 4.81162 2.05836 2.51954 -0.4486
C 3.75247 1.41403 1.96659 0.6195
C 2.50373 1.96300 1.68797 -0.6129
C 1.50541 1.17402 1.14734 -0.2279
C 1.71885 -0.16955 0.88022 0.2529
C 0.61815 -1.00199 0.26295 -0.5323
C 0.27916 -0.51956 -1.11621 -0.1733
C -1.01051 -0.10553 -1.13726 1.3821
O -1.65566 0.40605 -2.18103 -0.5774
C -0.93171 0.52207 -3.33040 0.2105
C -1.58683 1.05021 -4.44068 -1.2390
C -0.93466 1.20202 -5.64843 1.4498
C -1.66141 1.76919 -6.82595 -1.6106
C 0.41547 0.81878 -5.76060 0.9921
C 1.14301 0.97204 -7.05955 -1.5231
C 1.05731 0.29932 -4.65722 -1.0409
C 0.41175 0.13694 -3.42877 -0.2490
C 1.14264 -0.43029 -2.27879 0.6513
O 2.31102 -0.77712 -2.31468 -0.6936
C -1.63255 -0.31217 0.20473 -0.3170
O -2.76476 -0.06072 0.55736 -0.7242
N -0.64617 -0.85511 0.95871 0.5393
C -0.79529 -1.21031 2.34732 -1.1875
C -0.87383 -2.72497 2.55651 -0.7910
C -2.20750 -3.26857 2.03803 -1.2298
N -3.29420 -2.77297 2.86392 0.6489
C -4.48629 -2.40110 2.12191 -0.3943
C -5.48166 -1.75454 3.08378 -0.7242
O -5.81609 -2.61739 4.14879 -0.3874
C -4.65970 -2.99104 4.85651 -0.7387
C -3.64382 -3.67664 3.94246 -0.6797
C 2.96143 -0.72027 1.16247 -0.4586
C 3.96325 0.05871 1.69821 -0.7715
H 5.09290 4.65126 -0.60074 0.3754
H 3.63934 4.63464 0.39558 0.2683
H 4.39518 3.11430 -0.09448 0.2417
H 5.66006 5.20625 1.74911 0.3568
H 6.41957 3.68925 1.25197 0.2739
H 5.46630 3.63341 3.55088 0.2916
H 3.84106 3.86699 2.88333 0.2951
H 2.29210 3.00329 1.87634 0.2479
H 0.54177 1.61473 0.93297 0.4487
H 0.93183 -2.05306 0.24280 0.4605
H -2.62139 1.33659 -4.33005 0.4008
H -1.66541 1.05717 -7.65020 0.3277
H -2.68906 2.00822 -6.56754 0.3982
H -1.16971 2.67563 -7.17670 0.3248
H 0.65151 0.39837 -7.84435 0.3286
H 1.15600 2.01570 -7.37144 0.3302
H 2.16803 0.62495 -6.96603 0.3798
H 2.09271 -0.00398 -4.70912 0.4554
H -1.72908 -0.76354 2.69631 0.6188
H 0.04892 -0.79189 2.90465 0.3579
H -0.04542 -3.21975 2.04725 0.4274
H -0.78822 -2.93036 3.62342 0.5350
H -2.35419 -2.92049 1.01307 0.4946
H -2.18259 -4.36964 2.01682 0.3824
H -4.21003 -1.67279 1.35808 0.2151
H -4.96031 -3.27720 1.64374 0.2715
H -6.41689 -1.52281 2.57234 0.3503
H -5.04183 -0.82800 3.48035 0.3352
H -4.98760 -3.66755 5.64821 0.3543
H -4.19196 -2.10069 5.30440 0.3259
H -2.74633 -3.92021 4.51493 0.3721
H -4.08280 -4.61621 3.55741 0.3632
H 3.15019 -1.76149 0.94941 0.4276
H 4.93282 -0.35854 1.91883 0.4454
```

orbital gap: 8.3 eV
SMILES string: CCCOc1ccc([C@@H]2c3c(oc4cc(C)c(C)cc4c3=O)C(=O)N2CCCN2CCOCC2)cc1
lowest unoccupied orbital energy: -0.1 eV
ΔE to the lowest compared entry with this formula, charge and spin: 5.8 kcal/mol
total charge: 0
spin multiplicity: 1

***

Look up the spin multiplicity of the third one. 1

***

Which of these has the lowest total charge? C29H34N2O3PSSiV

***

Which formula does entry 1 have? C29H34IN4O2SeSn

***

spin multiplicity of number 3 (C29H34N2O5)? 1